[1]
Here is a molecular structure, C27H28MoN7O6P2 from the Open Molecules 2025 dataset. Energies are from ωB97M-V with the def2-TZVPD basis set.

## Properties
electronic energy: -71584.3931 eV
spin multiplicity: 3
F_max: 0.0075 Eh/bohr
charge: +3
relative energy (zero: lowest compared OMol25 entry of this formula, charge and spin): 8.1 kcal per mole

Structure (XYZ):
```
71
Properties=species:S:1:pos:R:3:forces:R:3
Mo -0.3791 -0.3367 0.5933 -0.1123 -0.2837 -0.2316
C 3.3984 0.5195 -1.2834 0.0116 -0.0194 -0.0084
C 2.1673 1.2727 -0.8807 -0.0471 0.0185 0.0309
C 1.6849 1.2025 0.4417 0.0705 0.0950 0.1469
C 0.5960 1.9929 0.8616 0.0505 -0.1988 -0.1314
C -0.0828 2.7855 -0.0696 0.0270 -0.0451 -0.0159
C 0.3925 2.8513 -1.3732 0.0341 -0.0049 -0.0242
C 1.5118 2.1200 -1.7664 -0.0340 0.0118 0.0169
H 4.2582 1.1933 -1.2900 -0.0005 0.0051 0.0037
H 3.3104 0.1128 -2.2915 0.0028 0.0044 -0.0047
H 3.6268 -0.2875 -0.5863 -0.0010 -0.0049 -0.0019
H 2.2853 0.6774 1.1784 0.0016 0.0479 0.0122
H 0.3563 2.0689 1.9164 -0.0260 0.0097 -0.0105
H -0.9322 3.3822 0.2348 -0.0051 0.0006 0.0022
H -0.0956 3.5054 -2.0851 0.0043 0.0063 -0.0008
H 1.8868 2.2264 -2.7778 0.0046 -0.0047 -0.0038
C 0.5789 -0.4822 4.8877 -0.0686 0.0758 -0.0507
C 0.0158 -0.1585 3.6575 0.0315 -0.0296 0.0640
N 0.4367 -0.7758 2.5491 -0.1207 -0.0271 -0.2014
C 1.3980 -1.7199 2.6506 0.0062 0.0101 0.0679
C 1.9323 -2.0155 3.8981 -0.0087 0.0149 -0.0459
N 1.5262 -1.3998 4.9998 0.0210 -0.0253 0.0179
C 1.7920 -2.3502 1.3813 0.0359 -0.0230 -0.0326
C 2.6955 -3.3814 1.2374 -0.0194 0.0217 -0.0036
C 2.9632 -3.8958 -0.0381 0.0139 -0.0112 -0.0333
C 2.2806 -3.3318 -1.1264 -0.0242 0.0396 0.0439
C 1.3912 -2.3004 -0.9161 0.1006 -0.0861 0.0287
N 1.1647 -1.8157 0.3202 -0.2512 0.2929 0.0096
C 0.6073 -1.6224 -1.9591 -0.0419 0.0332 -0.0976
C 0.6268 -1.9191 -3.3166 0.0370 0.0049 0.0821
N -0.1255 -1.2630 -4.1888 -0.0034 -0.0144 -0.0411
C -0.9217 -0.3061 -3.7380 -0.0466 0.0536 0.0376
C -0.9665 0.0283 -2.3885 0.0087 -0.0270 -0.0736
N -0.1930 -0.6297 -1.5209 0.0148 0.1082 0.1532
C 3.9249 -4.9895 -0.2308 0.0536 -0.0516 -0.0320
C 4.7039 -5.0581 -1.3857 -0.0500 0.0192 0.0675
C 5.6050 -6.1048 -1.5132 0.0392 -0.0045 -0.0581
N 5.7488 -7.0578 -0.5997 -0.0038 0.0145 -0.0084
C 4.9990 -6.9965 0.4940 0.0060 -0.0519 0.0608
C 4.0828 -5.9827 0.7341 -0.0268 0.0510 -0.0330
H 0.2481 0.0178 5.7897 0.0056 -0.0100 0.0083
H -0.7728 0.5750 3.5608 0.0000 -0.0042 0.0037
H 2.7094 -2.7607 4.0121 0.0012 -0.0055 0.0021
H 3.2137 -3.7899 2.0930 -0.0110 0.0195 0.0191
H 2.4423 -3.7299 -2.1177 -0.0065 0.0135 -0.0135
H 1.2624 -2.7023 -3.7108 -0.0057 -0.0073 -0.0037
H -1.5400 0.2191 -4.4557 0.0039 -0.0017 -0.0094
H -1.6088 0.8171 -2.0128 -0.0016 -0.0076 0.0107
H 4.6564 -4.2998 -2.1564 -0.0043 0.0071 -0.0044
H 6.2396 -6.1777 -2.3884 -0.0057 0.0028 0.0028
H 5.1333 -7.7947 1.2143 -0.0065 0.0058 -0.0007
H 3.4839 -6.0088 1.6351 -0.0078 0.0008 0.0046
N -5.3729 -1.3391 1.4485 -0.0118 -0.0108 -0.0188
C -4.0885 -1.0157 0.7102 -0.0445 -0.0283 0.0717
C -4.3607 -1.2141 -0.7848 0.0109 -0.0180 0.0176
P -3.5376 0.7148 1.0242 0.0922 -0.0210 -0.0639
O -4.0710 0.9647 2.4925 -0.0699 0.0200 0.0172
O -3.9135 1.6563 -0.0211 -0.0146 0.0156 -0.0059
O -1.9603 0.5833 1.1848 0.3047 0.0526 0.1045
P -2.8681 -2.2884 1.2613 -0.1036 0.0975 -0.0306
O -2.5429 -1.8748 2.7762 0.0118 -0.0744 0.0066
O -3.5006 -3.5973 1.1330 0.0281 -0.0452 -0.0384
O -1.5989 -1.9252 0.4455 0.1182 -0.0633 0.2582
H -6.1860 -0.9279 0.9785 -0.0027 0.0092 0.0271
H -5.3599 -1.0003 2.4157 0.0068 -0.0078 -0.0052
H -5.4903 -2.3649 1.4533 -0.0001 0.0204 -0.0089
H -5.1063 -0.5010 -1.1376 -0.0010 -0.0026 -0.0060
H -4.6872 -2.2376 -0.9751 -0.0011 0.0030 -0.0199
H -3.4497 -1.0427 -1.3551 -0.0029 -0.0074 -0.0109
H -4.4230 1.8550 2.6611 0.0266 -0.0333 -0.0036
H -2.7275 -2.6044 3.3904 0.0074 0.0549 -0.0124
```
Forces are in eV/Å.



[2]
Here is a molecular structure, C27H28N2O4P2STm at a distorted geometry from the Open Molecules 2025 dataset. Energies are from ωB97M-V with the def2-TZVPD basis set.

## Properties
electronic energy: -98555.0519 eV
spin multiplicity: 3
F_max: 0.0653 Eh/bohr
charge: +1

Structure (XYZ):
```
65
Properties=species:S:1:pos:R:3:forces:R:3
C -2.8292 2.4453 -3.6208 0.1904 -1.3354 0.4785
C -2.4079 1.1486 -3.3148 -1.2723 0.9819 -0.7180
C -1.0322 0.8228 -3.4778 1.1107 0.8505 -0.2527
C -0.0187 1.8550 -3.4623 -0.3368 0.2004 0.3442
C -0.5205 3.1986 -3.3515 -0.4566 0.2230 -0.3577
C -1.8738 3.4764 -3.5612 1.7943 0.4040 -0.0993
C 1.3430 1.4689 -3.3696 -0.5069 -0.1789 1.6161
C 1.6116 0.0943 -3.1327 -0.6277 -0.2239 0.2374
C 0.5115 -0.8373 -3.1995 0.8343 0.8192 -0.2045
C 0.6905 -2.1813 -2.7601 0.4821 -1.2360 -0.3111
C 1.9803 -2.7233 -2.7090 -1.6585 0.2266 -0.1315
C 3.0391 -1.8199 -2.5524 0.4080 1.1109 -0.3701
C 2.8165 -0.4532 -2.6240 1.1821 0.1468 0.0192
H -3.8770 2.7004 -3.8097 0.2695 -0.1998 0.5487
H 0.1968 3.9684 -3.0601 -0.3049 0.0607 -0.4753
H -2.2236 4.5091 -3.6187 0.2299 -0.2758 0.0915
H 2.1254 2.2312 -3.1272 -0.6621 -0.7017 -0.7460
H 2.1616 -3.8065 -2.7550 -0.2168 0.4989 0.6510
H 4.0168 -2.2405 -2.3330 -0.0464 0.3675 0.0951
H 3.5464 0.2732 -2.2518 0.1722 -0.4540 -0.4616
N -0.7104 -0.4476 -3.5241 -0.8199 -1.0831 1.4576
Tm -0.5196 0.6368 1.3574 1.5766 1.7814 -1.3878
C -3.2684 0.1494 -2.5823 -0.1188 -0.2824 -0.4555
H -3.0461 -0.8998 -2.8688 -0.0646 0.6130 0.2002
H -4.3554 0.3109 -2.6810 0.3254 0.1262 -0.1439
C -0.5237 -2.8275 -2.1244 0.2033 -0.5757 -1.2078
H -1.4489 -2.6124 -2.7077 0.6007 -0.1680 0.5094
H -0.4188 -3.9220 -1.9828 0.0262 0.4088 -0.2196
P -2.9063 0.3497 -0.7621 1.1083 0.6304 -0.3933
P -0.6951 -2.1079 -0.4457 0.4422 0.9281 -0.1433
C 0.6973 -2.7744 0.4821 0.2066 -0.3771 -0.0090
H 0.6268 -2.5422 1.5519 0.0175 -0.0078 -0.1720
H 0.6486 -3.8569 0.3552 0.3203 -0.1347 0.2075
H 1.6345 -2.3919 0.0664 -0.1218 -0.0724 0.1728
C -2.0951 -3.0853 0.1241 -0.1499 0.1369 0.3005
H -1.7307 -4.0946 0.2787 -0.1200 -0.3030 -0.0031
H -2.4944 -2.7031 1.0656 -0.0612 -0.1077 -0.1606
H -2.8555 -3.0842 -0.6562 -0.0509 -0.1362 0.1549
C -3.4736 2.0208 -0.3899 -0.4959 0.2598 -0.1819
H -4.5320 2.0118 -0.6638 -0.0678 0.5725 0.1488
H -3.3776 2.2443 0.6808 -0.1173 -0.0180 -0.1567
H -2.9356 2.7696 -0.9786 -0.0811 -0.1232 0.1551
C -4.2204 -0.6266 -0.0412 -0.3122 -0.2476 0.4058
H -4.0511 -0.7918 1.0242 -0.0653 -0.0868 -0.0895
H -5.1334 -0.0536 -0.1594 -0.3369 -0.0681 -0.0154
H -4.3284 -1.5802 -0.5514 -0.0528 -0.0101 0.0767
C -1.7716 -0.6369 2.6583 -2.1993 -1.8479 1.7405
O -2.4845 -1.2132 3.3807 1.4634 1.0929 -1.4428
H -1.4419 -0.5070 0.2828 -1.4942 -1.9578 0.6325
O 3.6465 4.2353 4.0868 0.2300 -0.9090 -0.9332
S 4.1499 3.0310 3.4623 0.1615 -0.9038 0.7463
O 5.5496 2.9194 3.1313 -1.0012 0.3202 -0.1699
N 3.1676 2.5176 2.2255 -1.5043 -0.7664 -0.7172
C 2.4853 1.4155 2.4943 1.5990 1.9855 0.1999
O 1.4696 1.0120 1.7788 0.4034 -0.2599 0.1903
C 2.8724 0.7619 3.7802 -0.6335 -0.1015 0.4026
C 2.3607 -0.3738 4.4274 0.1887 0.5205 -0.3796
C 2.6614 -0.5747 5.7743 0.2271 0.2559 -0.1716
C 3.4840 0.3181 6.4750 0.1975 0.5871 -0.5914
C 4.0473 1.4210 5.8001 -0.4367 -0.3805 -0.1947
C 3.7011 1.6277 4.4566 0.6815 -0.2334 1.9123
H 1.7413 -1.0629 3.8547 0.0043 0.0261 0.3043
H 2.2510 -1.4233 6.2951 -0.0769 -0.1656 0.0373
H 3.6693 0.1846 7.5449 -0.0110 -0.0463 -0.4714
H 4.6975 2.1262 6.3153 -0.1751 -0.1562 -0.0976
```
Forces are in eV/Å.



[3]
Here is a molecular structure, C27H28N4O4SZn from the Open Molecules 2025 dataset. Energies are from ωB97M-V with the def2-TZVPD basis set.

## Properties
electronic energy: -101860.7689 eV
spin multiplicity: 1
F_max: 0.0027 Eh/bohr
charge: 0
relative energy (zero: lowest compared OMol25 entry of this formula, charge and spin): 1.9 kcal per mole

Structure (XYZ):
```
65
Properties=species:S:1:pos:R:3:forces:R:3
Zn -0.3644 2.4473 1.4756 -0.0068 0.1120 0.0303
C 7.1581 -1.5611 0.8650 -0.0019 -0.0027 0.0038
C 5.7165 -1.1359 0.9097 -0.0011 -0.0023 -0.0120
C 4.8686 -1.3663 -0.1660 0.0173 0.0018 0.0084
C 3.5424 -0.9552 -0.1352 -0.0048 -0.0015 -0.0024
C 3.0665 -0.3115 0.9922 -0.0063 0.0037 -0.0262
C 3.8906 -0.0752 2.0843 -0.0118 -0.0003 0.0041
C 5.2084 -0.4854 2.0361 -0.0133 0.0121 0.0082
S 1.3915 0.2291 1.0216 0.0135 0.0001 -0.0089
O 1.4718 1.7197 1.1327 0.0116 -0.0092 -0.0168
O 0.7640 -0.2182 -0.1914 -0.0219 -0.0110 -0.0177
N 0.8013 -0.4153 2.3091 0.0608 0.0103 0.1039
C 0.0425 0.1477 3.2682 -0.0387 -0.0430 -0.0652
C -0.1112 -0.5884 4.4725 -0.0260 -0.0054 0.0416
C -0.8974 -0.1132 5.4809 -0.0029 0.0243 -0.0286
C -1.5600 1.1163 5.3274 0.0168 -0.0291 0.0017
C -1.3779 1.7848 4.1527 -0.0213 0.0137 0.0132
N -0.6041 1.3324 3.1401 0.0281 -0.0039 -0.0500
H 7.3363 -2.2692 0.0572 0.0010 0.0003 -0.0001
H 7.4593 -2.0279 1.8031 0.0008 -0.0008 -0.0003
H 7.8089 -0.6992 0.7043 -0.0011 0.0007 0.0001
H 5.2472 -1.8775 -1.0427 -0.0059 0.0004 -0.0029
H 2.8776 -1.1346 -0.9693 -0.0047 0.0032 0.0037
H 3.4935 0.4164 2.9632 0.0096 -0.0022 0.0066
H 5.8556 -0.3065 2.8865 0.0054 -0.0031 -0.0025
H 0.4107 -1.5309 4.5469 0.0070 0.0025 -0.0123
H -1.0095 -0.6845 6.3935 -0.0034 0.0040 0.0014
H -2.1987 1.5233 6.0965 0.0000 -0.0003 -0.0002
H -1.8759 2.7307 3.9738 0.0057 0.0016 -0.0062
C -0.8110 -4.5419 -1.2539 -0.0010 0.0036 0.0028
C -0.9426 -3.3059 -2.1049 0.0156 -0.0176 0.0012
C -0.5235 -3.3378 -3.4294 -0.0034 0.0159 -0.0116
C -0.6135 -2.2082 -4.2298 0.0001 -0.0199 0.0108
C -1.1125 -1.0316 -3.7047 -0.0024 0.0146 0.0116
C -1.5489 -0.9882 -2.3826 -0.0326 0.0144 -0.0271
N -2.0010 0.2159 -1.8043 0.0622 -0.0177 -0.0041
C -2.7928 1.1680 -2.3949 -0.0153 -0.0052 0.0019
C -3.5816 0.8445 -3.5143 -0.0053 -0.0083 -0.0034
C -4.3942 1.7809 -4.1146 0.0028 -0.0042 -0.0064
C -4.4623 3.0860 -3.6340 0.0108 -0.0063 0.0159
C -3.7056 3.4155 -2.5297 -0.0113 0.0156 -0.0144
C -2.8803 2.4885 -1.8904 0.0134 0.0018 0.0244
C -2.1367 2.9766 -0.6932 -0.0275 0.0509 0.0059
O -2.0515 4.1911 -0.4594 0.0389 -0.1344 0.0167
O -1.6191 2.0654 0.0748 0.0041 0.0525 -0.0191
C -1.4793 -2.1277 -1.5733 -0.0031 -0.0014 0.0134
C -1.9500 -2.0635 -0.1462 -0.0080 0.0104 -0.0035
H -0.3138 -5.3373 -1.8078 0.0014 0.0006 -0.0013
H -1.7861 -4.9166 -0.9347 0.0007 -0.0008 0.0005
H -0.2310 -4.3423 -0.3506 -0.0022 0.0022 0.0015
H -0.1161 -4.2564 -3.8349 0.0002 -0.0020 0.0015
H -0.2734 -2.2412 -5.2571 -0.0007 0.0052 -0.0015
H -1.1509 -0.1317 -4.3045 0.0024 -0.0017 -0.0061
H -1.5520 0.4960 -0.9439 -0.0227 0.0095 0.0087
H -3.5566 -0.1672 -3.8940 0.0007 0.0012 -0.0013
H -4.9914 1.4861 -4.9691 0.0007 -0.0032 0.0010
H -5.0988 3.8202 -4.1079 0.0010 0.0029 0.0000
H -3.7315 4.4161 -2.1202 0.0035 -0.0010 0.0039
H -2.7729 -1.3557 -0.0455 0.0008 -0.0015 -0.0002
H -1.1454 -1.7275 0.5142 -0.0022 -0.0190 -0.0028
H -2.2889 -3.0359 0.2071 -0.0029 -0.0028 0.0018
N -0.1917 4.4848 1.5601 -0.0123 -0.0031 -0.0639
H -0.4395 4.9806 2.4071 -0.0214 -0.0050 0.0121
H -0.8854 4.6910 0.8145 -0.0051 0.0095 0.0441
H 0.7193 4.8175 1.2634 0.0148 -0.0315 0.0123
```
Forces are in eV/Å.